Here is an isolated ion of composition C5H9NO and charge -1 in a non-equilibrium geometry from OMol25. Energies are from ωB97M-V/def2-TZVPD.

Output
**2S+1**: 2
**LUMO energy (spin up / spin down)**: 0.15005 / 0.14290 hartree
**Kohn-Sham gap (spin up / spin down)**: 0.1061 / 0.3661 hartree
**Energy relative to the best compared isomer or geometry (same formula, charge and spin)**: 56.4 kJ/mol
**Net charge**: -1

Structure (XYZ):
```
16
C5H9NO (ωB97M-V/def2-TZVPD)
O -1.906 1.717 -2.414
C -1.061 0.845 -2.295
N -0.635 0.303 -1.141
C 0.702 -0.285 -0.944
C 1.075 -0.230 0.532
C 0.053 -0.770 1.455
C -0.490 -0.088 2.477
H -0.616 0.363 -3.177
H -0.975 0.723 -0.283
H 1.479 0.270 -1.493
H 0.685 -1.328 -1.256
H 1.971 -0.887 0.635
H 1.383 0.782 0.796
H -0.382 -1.733 1.216
H -0.171 0.928 2.690
H -1.112 -0.610 3.203
```

Here are the natural (NBO) charges for atoms 1 to 8, given in e: O -0.6537; C 0.5195; N -0.6422; C -0.5237; C -0.7039; C -0.2062; C -0.4973; H 0.0961



Here is C20H20BrCoN4O3S as an isolated structure from OMol25. Energies are from ωB97M-V/def2-TZVPD.

Output
**2S+1**: 2
**LUMO energy (spin up / spin down)**: -0.12056 / -0.11080 hartree
**Kohn-Sham gap (spin up / spin down)**: 0.3220 / 0.3315 hartree
**Net charge**: +1

Structure (XYZ):
```
50
C20H20BrCoN4O3S (ωB97M-V/def2-TZVPD)
Co 0.616 -2.072 1.186
Br 2.498 -2.882 -1.675
C 3.342 -2.776 0.011
C 4.709 -2.949 0.114
C 5.280 -2.870 1.376
C 4.480 -2.621 2.480
C 3.128 -2.458 2.277
N 2.567 -2.539 1.059
C 2.159 -2.154 3.394
O 2.530 -2.102 4.536
O 0.925 -1.992 2.968
H 5.301 -3.144 -0.768
H 6.348 -3.002 1.490
H 4.867 -2.546 3.486
C -4.010 -1.496 -1.363
N -2.984 -2.068 -0.485
C -3.403 -2.765 0.736
C -1.699 -1.975 -0.769
C -1.256 -1.294 -2.026
O -0.848 -2.483 0.013
H -4.953 -1.498 -0.827
H -4.124 -2.087 -2.272
H -3.773 -0.469 -1.629
H -4.448 -3.040 0.632
H -3.285 -2.123 1.609
H -2.808 -3.662 0.877
H -1.719 -1.759 -2.898
H -0.176 -1.370 -2.103
H -1.546 -0.242 -2.020
S 0.424 4.504 0.714
C 0.515 2.726 0.815
C 1.158 1.981 -0.167
C 1.174 0.605 -0.061
N 0.605 -0.046 0.958
C 0.021 0.670 1.928
C -0.049 2.051 1.890
C -0.589 4.607 -0.754
C -0.015 4.801 -2.000
C -0.850 4.843 -3.109
N -2.174 4.712 -3.044
C -2.711 4.556 -1.834
C -1.969 4.499 -0.663
H 1.636 2.465 -1.007
H 1.655 -0.009 -0.815
H -0.387 0.113 2.761
H -0.538 2.593 2.688
H 1.054 4.926 -2.109
H -0.432 4.990 -4.099
H -3.792 4.474 -1.797
H -2.454 4.378 0.297
```

Here are the natural (NBO) charges for atoms 1 to 8, given in e: Co 1.3071; Br 0.0964; C 0.1548; C -0.2580; C -0.1180; C -0.1969; C 0.1124; N -0.5447



Here is one molecule with the formula C19H28N2O4S from OMol25. Energies are from ωB97M-V/def2-TZVPD.

Output
**2S+1**: 1
**LUMO energy**: 0.02216 hartree
**Kohn-Sham gap**: 0.3587 hartree
**Energy relative to the best compared isomer or geometry (same formula, charge and spin)**: 137.1 kJ/mol

Structure (XYZ):
```
54
C19H28N2O4S (ωB97M-V/def2-TZVPD)
C 3.266 -0.676 -6.127
C 2.196 -1.079 -5.159
C 2.062 -2.411 -4.778
C 1.061 -2.796 -3.903
C 0.193 -1.844 -3.409
C 0.307 -0.516 -3.770
C 1.309 -0.137 -4.645
H 1.406 0.899 -4.936
H -0.395 0.194 -3.364
S -1.093 -2.310 -2.265
O -1.046 -3.733 -2.059
O -2.336 -1.719 -2.662
N -0.583 -1.490 -0.896
H -1.369 -1.314 -0.286
C 0.524 -2.136 -0.221
H 0.288 -3.188 -0.011
C 0.920 -1.420 1.073
C 1.169 0.067 0.828
C 1.632 0.753 2.109
H 1.825 1.809 1.907
H 2.569 0.298 2.443
C 0.592 0.604 3.229
C -0.663 1.410 2.904
O -1.697 0.895 2.522
N -0.575 2.761 3.028
C 0.482 3.554 3.615
H 1.354 2.954 3.860
C -0.051 4.237 4.884
O -1.178 5.029 4.606
C -2.214 4.254 4.037
H -3.034 4.944 3.836
C -1.748 3.572 2.750
H -2.527 2.920 2.355
H -1.484 4.332 2.005
H -2.546 3.489 4.755
H 0.701 4.909 5.303
H -0.305 3.466 5.629
H 0.775 4.328 2.894
H 1.012 0.984 4.167
C 0.268 -0.879 3.445
C -0.143 -1.588 2.157
H -1.087 -1.163 1.821
H -0.298 -2.649 2.364
H -0.538 -0.968 4.175
H 1.156 -1.364 3.859
H 0.245 0.527 0.475
H 1.925 0.192 0.050
H 1.852 -1.881 1.423
H 1.360 -2.115 -0.929
H 0.934 -3.822 -3.596
H 2.745 -3.148 -5.173
H 2.949 -0.907 -7.144
H 3.465 0.391 -6.068
H 4.187 -1.221 -5.934
```

Here are the natural (NBO) charges for atoms 1 to 8, given in e: C -0.6315; C -0.0055; C -0.2216; C -0.1667; C -0.3549; C -0.1855; C -0.1627; H 0.2052



Here is one molecule with the formula C4H5NO from OMol25. Energies are from ωB97M-V/def2-TZVPD.

Output
**2S+1**: 1
**LUMO energy**: 0.00011 hartree
**Kohn-Sham gap**: 0.3530 hartree
**Energy relative to the best compared isomer or geometry (same formula, charge and spin)**: 376.5 kJ/mol

Structure (XYZ):
```
11
C4H5NO (ωB97M-V/def2-TZVPD)
C -1.829 0.612 -0.626
C -0.394 0.194 -0.474
N -0.055 -0.164 0.857
C 1.163 -0.525 0.865
C 2.309 -0.981 0.419
O 0.399 0.152 -1.393
H -2.030 0.906 -1.657
H -2.055 1.438 0.054
H -2.475 -0.224 -0.343
H 1.706 -0.954 1.828
H 3.260 -0.455 0.471
```

Here are the natural (NBO) charges for atoms 1 to 8, given in e: C -0.7019; C 0.6696; N -0.5930; C 0.0998; C -0.1456; O -0.5771; H 0.2314; H 0.2384



Here is a 2-piece molecular cluster, CHCl3N2 overall in a non-equilibrium geometry from OMol25. Energies are from ωB97M-V/def2-TZVPD.

Output
**2S+1**: 1
**LUMO energy**: 0.00554 hartree
**Kohn-Sham gap**: 0.3762 hartree
**Energy relative to the best compared isomer or geometry (same formula, charge and spin)**: 0.0 kJ/mol

Structure (XYZ):
```
7
CHCl3N2 (ωB97M-V/def2-TZVPD)
C -0.708 -1.299 -0.748
N 0.981 1.276 0.300
N -0.532 -0.411 -1.421
Cl -0.951 -2.716 0.029
Cl -0.282 2.403 0.825
Cl 0.990 -0.012 1.531
H 0.502 0.758 -0.517
```

natural (NBO) charges in e: C 0.2156; N -0.5495; N -0.3694; Cl 0.1753; Cl 0.0769; Cl 0.0515; H 0.3997



| no. | E (Ha) |
| --- | --- |
| 1 | -325.84203 |
| 2 | -5573.68503 |
| 3 | -1549.47104 |
| 4 | -285.27117 |
| 5 | -1528.68353 |